(1)
50
Properties=species:S:1:pos:R:3:forces:R:3:lowdin_charge:R:1 method="wB97M-V/def2-TZVPD" e_above_lowest_kcal_mol=39.8 spin_multiplicity=2 e_tot_ev=-67863.010 total_charge=+1 e_lumo_ev="-3.600 / -3.906" homo_lumo_gap_ev="6.3 / 6.0"
Ce 0.0000 0.0000 0.0000 -4.50 -12.46 -3.47 0.9316
C 0.7152 2.1357 -0.2901 1.39 4.75 -1.16 -0.1383
N 0.3088 1.4953 -1.5503 1.93 1.77 -1.17 -0.2152
C -1.0606 1.7251 -1.9643 0.00 0.24 -1.06 -0.1263
C -2.1293 1.3421 -0.9615 -2.10 0.32 -0.46 -0.2694
N -2.0056 0.9769 0.3063 -1.49 1.07 -0.54 0.0044
C -3.2781 0.8009 0.7809 -1.35 -0.33 1.49 -0.2003
C -3.7136 0.4210 2.0578 -0.40 -0.08 0.13 0.0224
C -5.0903 0.3270 2.2963 1.08 0.01 -0.03 -0.0558
C -6.0122 0.6059 1.2836 0.04 0.25 -0.87 -0.0560
C -5.5943 0.9834 0.0010 -0.08 -0.20 0.65 0.0160
C -4.2158 1.0671 -0.2075 -0.43 -0.04 0.18 -0.1757
N -3.4633 1.3970 -1.3057 1.42 0.34 -0.57 0.2037
C 1.3809 1.2767 0.7965 5.86 3.14 2.47 -0.5226
N 0.8743 0.7710 1.9321 0.29 3.36 0.67 0.0875
C 1.9468 0.4817 2.7322 0.37 0.27 1.61 -0.2053
C 1.9748 0.0231 4.0568 0.38 0.50 0.42 0.0048
C 3.2134 -0.1051 4.6973 -1.07 0.09 -0.40 -0.0457
C 4.3991 0.2058 4.0267 0.25 0.26 -0.90 -0.0494
C 4.3908 0.6405 2.6949 -0.02 -0.31 0.57 0.0197
C 3.1408 0.7641 2.0831 0.51 -0.19 -0.03 -0.1641
N 2.7577 1.1806 0.8332 0.03 1.01 -0.61 0.2167
H -0.1150 2.6678 0.1902 -0.06 -0.12 -0.29 0.1528
H 1.4193 2.9350 -0.5586 0.05 -0.25 0.50 0.1712
H 1.0412 1.1734 -2.2837 -1.90 0.82 1.66 0.1865
H -1.2386 1.1420 -2.8758 0.17 -0.04 0.21 0.1381
H -1.1880 2.7796 -2.2371 -0.21 0.01 0.21 0.1544
H -2.9857 0.2107 2.8336 -0.12 0.02 0.02 0.1203
H -5.4410 0.0347 3.2830 0.08 0.07 -0.21 0.1153
H -7.0764 0.5279 1.4962 0.23 0.03 -0.09 0.1169
H -6.3107 1.1994 -0.7831 0.08 -0.02 0.06 0.1187
H -3.8265 1.6552 -2.2090 0.07 0.01 -0.07 0.1836
H 1.0463 -0.1936 4.5726 0.24 0.24 -0.04 0.1251
H 3.2467 -0.4375 5.7319 -0.02 0.05 -0.22 0.1204
H 5.3475 0.1130 4.5519 -0.18 0.03 -0.16 0.1164
H 5.3115 0.8885 2.1792 -0.10 -0.05 0.03 0.1181
H 3.3788 1.5177 0.1148 0.01 -0.02 0.01 0.1847
F 2.7229 -4.5597 4.5665 -0.11 0.22 -0.40 0.1206
C 2.4968 -4.0578 3.3419 0.20 -0.25 0.13 -0.1230
C 1.7159 -2.9194 3.1945 -0.30 0.33 0.05 -0.1233
F 1.1844 -2.3155 4.2674 -0.18 -0.87 0.00 0.0901
C 1.5036 -2.4303 1.9206 1.33 -2.22 0.82 -0.2477
F 0.7790 -1.3505 1.6229 -0.98 -1.90 2.81 -0.1541
C 2.0410 -3.0375 0.8119 0.15 0.10 0.15 -0.5332
S 1.6003 -2.2023 -0.5948 0.17 -0.01 -3.00 0.7090
C 2.8229 -4.1757 0.9467 0.20 -0.35 0.41 -0.1986
F 3.3663 -4.7989 -0.1106 -0.32 0.41 0.50 0.1069
C 3.0486 -4.6845 2.2240 0.19 -0.26 -0.15 -0.1147
F 3.8012 -5.7846 2.3870 -0.40 0.57 -0.01 0.1275
H 0.2010 -0.6224 -2.0736 -0.37 -0.33 0.13 -0.0645



(2)
58
Properties=species:S:1:pos:R:3:forces:R:3:lowdin_charge:R:1 method="wB97M-V/def2-TZVPD" e_above_lowest_kcal_mol=21.2 e_tot_ev=-165204.374 e_lumo_ev=0.231 homo_lumo_gap_ev=8.0
Cu -1.2077 0.3476 -0.0184 1.19 -0.13 0.30 0.1033
F -4.0769 -3.6851 -1.0716 0.41 0.32 -0.04 0.1483
C -4.6262 -2.4733 -0.9829 -0.14 -0.03 0.08 -0.6576
F -5.5142 -2.3572 -1.9629 0.15 0.24 -0.22 0.1494
F -5.2819 -2.4093 0.1728 0.04 0.14 0.23 0.1382
S -3.3559 -1.0829 -1.0415 -1.17 -1.36 -0.66 0.5994
O -2.5259 -1.3103 0.1144 0.25 -0.24 0.43 -0.3040
O -2.7158 -1.1981 -2.3129 -0.24 -0.30 0.06 -0.3672
N -4.3343 0.1326 -0.9507 0.00 0.17 -0.07 -0.2640
S -4.1588 1.3194 0.0524 -0.64 -0.08 1.10 0.6133
O -5.0342 2.3937 -0.2462 -0.27 0.08 -0.21 -0.2349
O -2.7818 1.6508 0.3435 0.07 0.20 0.09 -0.3161
C -4.7923 0.6557 1.7128 0.12 0.09 0.02 -0.6497
F -6.1015 0.4560 1.6916 -0.06 0.07 -0.25 0.1549
F -4.2081 -0.4916 2.0754 0.09 -0.03 -0.23 0.1203
F -4.5127 1.5403 2.6757 0.02 0.27 -0.15 0.1317
N -1.1237 0.0767 2.2447 -0.32 0.10 0.14 0.0537
C 0.1798 0.1001 2.8276 0.38 -0.01 0.17 -0.2866
C 0.3470 0.1128 4.2099 0.04 0.00 0.02 -0.0208
C 1.6117 0.1694 4.7676 -0.14 0.00 0.01 -0.0692
C 2.7273 0.2117 3.9470 0.20 0.00 -0.08 -0.0727
C 2.5758 0.1828 2.5740 -0.16 -0.02 0.11 -0.1170
C 1.3059 0.1252 2.0012 -0.09 -0.01 -0.14 -0.3037
P 1.0599 0.1249 0.1962 0.05 -0.03 0.34 1.1107
C 1.9676 -1.3564 -0.3760 -0.18 0.09 -0.01 -0.3147
C 2.6249 -2.2445 0.4697 0.00 0.09 0.01 -0.0793
C 3.2420 -3.3703 -0.0492 0.06 -0.10 -0.01 -0.0780
C 3.2100 -3.6258 -1.4096 0.00 -0.06 0.03 -0.0827
C 2.5091 -2.7770 -2.2500 -0.01 0.02 -0.09 -0.0768
C 1.8775 -1.6605 -1.7350 0.05 0.04 0.16 -0.1096
C 2.0400 1.5657 -0.3554 -0.06 -0.09 -0.04 -0.3233
C 2.4432 2.5735 0.5170 -0.04 -0.09 0.01 -0.0853
C 3.0605 3.7127 0.0297 0.04 0.13 -0.04 -0.0782
C 3.2612 3.8757 -1.3306 0.00 0.04 0.07 -0.0843
C 2.8351 2.8920 -2.2063 0.04 0.00 -0.12 -0.0770
C 2.2290 1.7476 -1.7251 0.04 -0.04 0.18 -0.1043
H -1.6834 0.8622 2.5664 -0.01 -0.16 0.07 0.0999
H -1.6205 -0.7836 2.4607 -0.01 0.14 -0.06 0.1042
H -0.5275 0.0821 4.8449 -0.07 0.01 0.04 0.1149
H 1.7278 0.1857 5.8419 -0.01 0.00 0.05 0.1066
H 3.7158 0.2722 4.3750 0.11 -0.02 0.07 0.1064
H 3.4386 0.2169 1.9249 0.13 0.02 0.00 0.1189
H 2.6510 -2.0716 1.5361 0.01 0.00 -0.01 0.0927
H 3.7457 -4.0573 0.6152 0.06 -0.03 0.06 0.1045
H 3.7110 -4.4950 -1.8099 0.00 -0.08 -0.02 0.1036
H 2.4378 -2.9935 -3.3055 0.01 -0.01 -0.11 0.1040
H 1.2891 -1.0291 -2.3842 -0.03 0.00 -0.09 0.0528
H 2.2762 2.4773 1.5806 -0.01 0.02 -0.01 0.0970
H 3.3775 4.4843 0.7160 0.02 0.05 0.07 0.1042
H 3.7343 4.7707 -1.7062 0.04 0.07 -0.03 0.1028
H 2.9630 3.0217 -3.2704 0.04 0.00 -0.11 0.1047
H 1.8933 0.9922 -2.4170 -0.01 -0.04 -0.13 0.0780
Cl -3.1260 0.2189 -4.7810 0.31 0.17 -0.10 0.6699
C -1.4012 0.2094 -4.3661 -0.29 -0.46 -1.15 -1.5593
Cl -0.7523 -1.4426 -4.3949 0.06 0.05 -0.21 0.6640
Cl -0.4954 1.2065 -5.5416 -0.09 -0.04 0.18 0.6154
C -1.1888 0.7566 -3.0567 0.42 0.71 1.14 -0.3658
N -0.9210 1.1929 -2.0249 -0.40 0.09 -0.85 0.2146



(3)
46
Properties=species:S:1:pos:R:3:forces:R:3:lowdin_charge:R:1 method="wB97M-V/def2-TZVPD" e_above_lowest_kcal_mol=0.0 e_tot_ev=-38564.330 smiles="Nc1ncnc2occ(-c3ccc4c(c3)CCN4C(=O)Cc3cc(F)ccc3F)c12" e_lumo_ev=0.407 homo_lumo_gap_ev=8.6
N -1.9768 -4.1306 -2.3486 0.28 0.75 -0.61 0.1620
C -2.0980 -5.1140 -1.4557 -0.26 -0.03 -0.82 -0.3781
N -2.4152 -6.2826 -1.9749 -0.11 -1.36 0.10 0.1270
C -2.5472 -7.2874 -1.1077 -0.11 1.21 0.41 -0.1916
N -2.4462 -7.1686 0.1986 -0.22 -1.06 2.26 0.1375
C -2.1600 -5.9833 0.7233 0.20 0.72 -1.58 -0.2564
O -1.9909 -5.6279 2.0384 0.09 0.04 -0.15 0.0749
C -1.5915 -4.2832 2.0427 0.10 -0.17 -2.80 0.0062
C -1.5099 -3.7996 0.7558 -0.33 -0.59 0.45 -0.1055
C -1.0034 -2.4760 0.3610 0.76 1.14 -0.26 -0.1769
C -1.4187 -1.3162 1.0435 -0.64 -0.08 -0.11 -0.0248
C -0.9327 -0.0500 0.7275 0.26 0.65 0.44 0.0141
C 0.0973 0.1227 -0.2102 -1.12 -0.97 0.91 -0.1523
C 0.5191 -0.9943 -0.8935 -0.18 -1.80 0.00 -0.1528
C -0.0187 -2.2767 -0.6488 -0.46 0.95 0.33 0.0333
C 1.6387 -0.6298 -1.8344 -0.64 -1.04 -0.85 -0.1020
C 1.9856 0.7672 -1.3935 0.98 0.93 -0.92 -0.1391
N 0.8762 1.2234 -0.5601 0.57 0.71 0.16 0.0291
C 0.6797 2.5165 -0.1303 -0.65 -0.02 0.30 -0.3942
O -0.3416 2.8193 0.4556 0.11 -0.04 0.02 0.0929
C 1.7766 3.5568 -0.3678 0.49 -0.65 -0.38 -0.0379
C 1.5637 4.7758 0.5038 -0.15 0.94 -0.39 -0.1462
C 1.9518 4.7673 1.8374 -0.23 1.27 1.42 0.0521
C 1.7863 5.9070 2.6865 0.13 -0.88 -0.69 -0.2254
F 2.2095 5.9091 3.9995 -0.43 -0.41 -1.35 0.0338
C 1.2148 7.0465 2.1813 0.11 -0.20 -0.86 -0.0086
C 0.8786 7.1068 0.8218 0.01 -0.82 0.20 0.0067
C 1.0138 5.9915 0.0124 0.71 -0.20 0.59 -0.2076
F 0.6982 6.1458 -1.2981 0.08 -0.48 0.33 0.0590
C -1.9403 -4.8932 -0.1129 0.80 0.30 2.57 -0.0487
H -2.3675 -4.4032 -3.2363 0.02 0.60 -0.16 0.1113
H -2.0446 -3.2073 -1.9667 -0.12 0.44 -0.53 0.0925
H -2.8284 -8.2530 -1.4897 0.10 -0.25 -0.14 0.1056
H -1.2411 -3.7437 2.9029 -0.29 -0.64 0.59 0.1317
H -2.2376 -1.3782 1.7951 0.79 -0.05 -0.60 0.1293
H -1.3143 0.8023 1.2746 0.04 -0.02 -0.13 0.1031
H 0.2939 -3.0761 -1.2992 0.19 -0.37 0.15 0.1134
H 1.2579 -0.5918 -2.8813 0.26 -0.25 0.59 0.1322
H 2.4711 -1.3548 -1.8015 -0.31 0.48 0.01 0.1293
H 2.9842 0.7841 -0.9283 -0.46 0.22 0.35 0.1305
H 2.0347 1.3961 -2.2877 0.22 0.16 0.24 0.1258
H 1.8154 3.8030 -1.4452 -0.17 0.08 0.45 0.1331
H 2.7539 3.0638 -0.1639 -0.49 0.47 0.06 0.1294
H 2.3521 3.8907 2.3099 0.23 -0.41 -0.09 0.1250
H 1.0579 7.9077 2.7801 0.02 0.57 0.58 0.1096
H 0.5136 8.0179 0.3843 -0.18 0.18 -0.05 0.1174



(4)
50
Properties=species:S:1:pos:R:3:forces:R:3:lowdin_charge:R:1 method="wB97M-V/def2-TZVPD" e_tot_ev=-57536.598 total_charge=-1 e_lumo_ev=1.371 homo_lumo_gap_ev=7.2
Pt -0.8260 -0.0109 0.5587 0.45 1.86 3.73 1.0343
O 0.1632 2.4631 3.8170 -0.12 0.03 0.40 0.0238
C 0.1272 1.8788 2.7517 1.22 1.07 -0.59 -0.7130
O -0.5806 0.8493 2.5102 -1.03 -1.81 -1.38 -0.1702
C 1.0135 2.4301 1.5946 -0.28 -0.41 0.24 -0.2095
P 1.1022 1.2318 0.1752 -0.71 0.91 0.85 0.9124
C 1.1205 2.4364 -1.1938 0.21 -0.24 0.06 -0.3345
C 2.2158 3.1398 -1.6691 -0.07 0.03 0.03 -0.0764
C 2.0709 3.9883 -2.7546 0.13 0.06 -0.05 -0.0950
C 0.8364 4.1492 -3.3595 -0.03 0.04 -0.08 -0.1028
C -0.2638 3.4560 -2.8798 0.03 0.10 -0.06 -0.0807
C -0.1193 2.6028 -1.8031 -0.11 -0.11 0.11 -0.0953
C 2.5778 0.2793 0.6464 0.00 0.08 -0.25 -0.3219
C 2.2985 -0.9862 1.1569 -0.24 -0.08 0.00 -0.0916
C 3.3219 -1.8238 1.5572 0.15 -0.02 0.07 -0.0772
C 4.6387 -1.4075 1.4409 0.04 -0.12 -0.04 -0.0988
C 4.9225 -0.1571 0.9199 0.18 0.10 0.00 -0.0936
C 3.8978 0.6908 0.5314 -0.05 -0.01 0.03 -0.0766
H 1.9854 2.6809 2.0258 -0.04 0.03 -0.11 0.0863
H 0.5423 3.3614 1.2671 0.05 -0.08 -0.06 0.0896
H 3.1851 3.0246 -1.2107 0.12 -0.03 0.03 0.0877
H 2.9346 4.5100 -3.1433 0.04 0.09 0.00 0.0964
H 0.7319 4.8078 -4.2088 0.00 0.07 -0.10 0.0938
H -1.2250 3.5634 -3.3624 -0.08 0.02 0.01 0.1010
H -0.9620 2.0244 -1.4375 0.03 0.05 -0.07 0.0853
H 1.2588 -1.3136 1.2159 0.28 0.05 0.05 0.0811
H 3.1000 -2.8054 1.9509 -0.06 -0.05 0.03 0.1023
H 5.4434 -2.0669 1.7359 0.05 -0.02 0.04 0.0959
H 5.9524 0.1587 0.8109 0.02 0.03 0.01 0.0975
H 4.1373 1.6608 0.1229 0.03 0.10 0.00 0.0887
O -1.2210 -0.6330 -1.2952 0.73 -2.32 -1.62 -0.2335
C -0.7759 -1.7339 -1.7948 -0.95 1.74 0.64 -0.1235
C 0.4153 -1.8865 -2.5360 0.41 -0.02 0.00 -0.1091
C 0.5564 -3.0146 -3.3566 0.20 -0.08 -0.50 0.0695
C 1.6070 -3.1118 -4.2584 -0.81 0.64 1.18 -0.1809
C 2.5823 -2.0993 -4.3215 0.23 0.68 0.45 0.0097
C 2.5304 -1.0439 -3.4546 0.51 -0.52 -0.83 0.0192
C 1.4811 -0.9037 -2.5034 -0.40 1.44 1.59 -0.2965
O 1.5094 0.0386 -1.6507 0.34 -1.91 -2.38 -0.1439
N 1.7155 -4.2191 -5.1209 0.03 -1.30 -0.90 -0.3702
O 2.6115 -4.2198 -5.9658 -0.30 0.05 0.32 0.0381
O 0.9174 -5.1466 -5.0020 0.19 0.32 0.00 0.0430
H -1.4453 -2.6022 -1.7446 -0.04 -0.05 0.02 0.1331
H -0.2021 -3.7827 -3.3225 -0.01 -0.13 -0.09 0.1262
H 3.3749 -2.2073 -5.0476 0.03 0.08 0.04 0.1152
H 3.2959 -0.2810 -3.4527 0.01 0.04 -0.02 0.1170
F -2.2011 -1.5457 2.6293 0.17 0.13 0.23 0.0339
C -2.4165 -0.9684 1.4262 0.02 -0.17 -0.92 -0.6970
F -2.9048 -1.9949 0.6604 -0.35 -0.49 -0.32 -0.0089
F -3.4799 -0.1388 1.5970 -0.23 0.11 0.22 0.0194